1.
A 2-piece molecular cluster, C19H32B2Br2IN3O7 overall in a non-equilibrium geometry, computed with ωB97M-V/def2-TZVPD.

Structure (XYZ):
```
66
Properties=species:S:1:pos:R:3
C 4.94626 -3.38406 1.63218
C 4.31034 -3.30764 0.12268
C 3.29639 -1.99693 -0.10386
O 3.11767 -1.30724 1.18313
C 2.10196 -0.24511 1.11562
C 2.54070 1.20019 0.47936
C 4.06330 1.49485 -0.13281
Br 5.66164 2.00159 0.95745
C 4.18103 1.36714 -1.63870
C 2.83151 0.94992 -2.53165
Br 5.87383 1.61945 -2.68074
C 1.41800 2.39395 0.45036
C 1.86409 3.85682 -0.14354
C 3.01687 4.58491 0.82373
O 3.85672 5.41637 0.16624
I 3.06532 4.17154 2.97239
C -0.11163 2.04229 1.02866
C -1.20331 3.26089 0.92944
B -1.78946 3.55384 -0.57879
O -1.92478 2.57973 -1.67935
O -2.24360 4.96418 -0.84508
C -0.43446 0.52558 1.65406
C -1.95445 0.25910 2.20435
C -2.95139 0.04624 0.90859
O -4.28912 0.68457 1.14449
C -3.04997 -1.49756 0.36720
N -2.82521 -1.64532 -1.12288
N 0.68508 -0.53622 1.64090
B 0.45504 -1.95517 2.15197
N 0.22156 -3.18771 1.29765
O 0.50796 -2.12376 3.64497
H 5.55431 -4.40904 1.69865
H 4.15270 -3.41712 2.49747
H 5.75703 -2.53848 1.85678
H 5.23306 -3.20366 -0.62403
H 3.77033 -4.33436 -0.08589
H 3.87407 -1.29251 -0.85121
H 2.25825 -2.33502 -0.52519
H 2.48180 -0.15497 -2.28745
H 3.01904 1.00594 -3.68912
H 1.90845 1.64598 -2.28218
H 0.99620 4.64079 -0.23042
H 2.38979 3.67893 -1.18161
H -2.11732 3.17548 1.65454
H -0.62263 4.25166 1.25590
H -1.05422 2.50359 -2.16930
H -1.45049 5.48663 -1.20251
H -2.30669 1.28026 2.71292
H -2.05297 -0.55758 3.03589
H -2.47210 0.68084 0.02482
H -4.68353 0.83225 0.22620
H -2.31968 -2.15390 1.00359
H -4.15253 -1.86561 0.58472
H -2.33388 -0.82650 -1.54494
H -2.16131 -2.45969 -1.29355
H 1.13894 -3.58821 0.96880
H -0.29465 -2.86689 0.44487
H 1.31847 -1.64251 4.01614
C -6.03927 -1.88942 -3.02420
C -6.75072 -2.45261 -1.78110
O -6.55630 -1.58668 -0.79988
H -4.96003 -1.77472 -2.86228
H -6.17161 -2.57463 -3.86960
H -6.44793 -0.91639 -3.32493
H -6.35891 -3.47509 -1.66348
H -7.78345 -2.65325 -2.10640
```

Values from the calculation:
HOMO-LUMO gap	0.0641	hartree
E_HOMO	-4.845	eV
total charge	0
LUMO level	-0.1140	Eh

Here are the Löwdin charges for atoms 1 to 8, given in e:
1. C -0.147
2. C -0.192
3. C -0.171
4. O -0.142
5. C -0.021
6. C -0.037
7. C -0.599
8. Br 0.616


2.
The molecule C19H32N2O2, computed with ωB97M-V/def2-TZVPD.

Structure (XYZ):
```
55
Properties=species:S:1:pos:R:3
C 5.51660 3.25334 -0.50865
C 5.96595 2.19956 0.49597
C 5.47362 0.80691 0.11041
C 5.91910 -0.25359 1.11387
C 5.48242 -1.66877 0.73396
C 3.97328 -1.89051 0.81394
O 3.36766 -1.32739 -0.33084
C 2.01386 -1.36620 -0.44906
C 1.14621 -1.96399 0.45632
C -0.22046 -1.93344 0.22525
C -0.74785 -1.32194 -0.89882
C -2.23018 -1.28799 -1.15794
N -2.65888 0.06764 -1.46604
C -2.51502 0.99849 -0.36320
C -3.61007 0.85314 0.70268
N -4.90530 1.01198 0.07058
C -6.01683 1.18768 0.98108
C -6.45041 -0.03960 1.81128
O -7.43241 -0.82829 1.18012
C -5.09867 0.01001 -0.95826
C -3.99470 0.17129 -2.01383
C 0.12714 -0.72487 -1.80218
C 1.48556 -0.74255 -1.58277
H 4.43082 3.28189 -0.56971
H 5.87090 4.23944 -0.21672
H 5.90767 3.02700 -1.49821
H 5.58351 2.45722 1.48670
H 7.05721 2.19583 0.55504
H 5.85940 0.54755 -0.87778
H 4.38569 0.81537 0.04438
H 5.52271 -0.00851 2.10273
H 7.00976 -0.23747 1.18527
H 5.80483 -1.89158 -0.28421
H 5.96173 -2.38122 1.40847
H 3.57203 -1.42525 1.72531
H 3.76077 -2.96906 0.85022
H 1.51626 -2.45485 1.34287
H -0.88036 -2.40204 0.94253
H -2.45171 -1.90209 -2.03820
H -2.75883 -1.73435 -0.29963
H -1.53102 0.85965 0.08817
H -2.57208 2.00720 -0.78206
H -3.48997 1.63592 1.45451
H -3.50326 -0.12328 1.20851
H -6.88001 1.51834 0.39401
H -5.74267 1.99570 1.66359
H -6.91346 0.29462 2.74184
H -5.57162 -0.64852 2.06769
H -7.09189 -1.13690 0.33344
H -6.07257 0.17111 -1.42777
H -5.06155 -1.02113 -0.55728
H -4.11912 -0.57381 -2.80281
H -4.08599 1.16837 -2.45480
H -0.27863 -0.23532 -2.67372
H 2.17078 -0.28071 -2.27621
```

Values from the calculation:
HOMO-LUMO gap	0.3254	hartree
E_HOMO	-8.055	eV
total charge	0
LUMO level	0.0294	Eh

Here are the Löwdin charges for atoms 1 to 8, given in e:
1. C -0.119
2. C -0.276
3. C -0.231
4. C -0.214
5. C -0.173
6. C -0.210
7. O -0.062
8. C -0.268


3.
The molecule C19H32N2O3, computed with ωB97M-V/def2-TZVPD.

Structure (XYZ):
```
56
Properties=species:S:1:pos:R:3
C -5.21186 -4.27814 -0.82003
C -3.92123 -4.45890 -0.03194
O -2.98492 -3.42457 -0.31256
C -3.14161 -2.26717 0.37365
O -4.01027 -2.11498 1.20287
C -2.15529 -1.25709 0.02767
C -2.06500 -0.01265 0.69330
C -1.04064 0.70781 0.13896
C -0.74624 2.12737 0.58849
C -2.03686 2.94304 0.38994
C -0.40675 2.08077 2.08708
C 0.37942 2.88555 -0.11815
N -0.48392 -0.07585 -0.85604
C 0.67306 0.17992 -1.68185
C 1.86840 -0.71189 -1.31899
C 2.49694 -0.37377 0.03088
N 3.04986 0.97010 0.11999
C 4.15006 1.21156 -0.80191
C 4.62648 2.65700 -0.64974
O 5.05263 2.93032 0.66235
C 4.00940 2.68065 1.57416
C 3.51656 1.23824 1.47345
C -1.16338 -1.25795 -0.93844
C -0.89168 -2.31523 -1.94979
H -5.69842 -3.35393 -0.51838
H -5.88139 -5.11059 -0.62243
H -5.00102 -4.23532 -1.88635
H -4.13701 -4.46153 1.04203
H -3.41541 -5.38618 -0.31216
H -2.71526 0.28015 1.49160
H -2.31294 2.96217 -0.66224
H -2.86265 2.51515 0.94884
H -1.88792 3.96698 0.72642
H -1.21214 1.62602 2.65512
H -0.24149 3.08627 2.46808
H 0.49670 1.49847 2.25056
H 0.15310 3.03935 -1.17189
H 0.46268 3.87214 0.33724
H 1.33655 2.38296 -0.00013
H 0.97176 1.21574 -1.58931
H 0.40125 -0.00116 -2.72810
H 2.61057 -0.63364 -2.11416
H 1.55038 -1.75252 -1.27191
H 1.72342 -0.45129 0.80062
H 3.27076 -1.13132 0.25316
H 4.99411 0.52706 -0.60520
H 3.80887 1.06644 -1.82714
H 3.80389 3.33573 -0.92360
H 5.48396 2.84690 -1.29751
H 3.17114 3.36587 1.37902
H 4.41464 2.87758 2.56792
H 4.33972 0.55633 1.75128
H 2.69184 1.08737 2.17276
H -1.83314 -2.78018 -2.23008
H -0.25923 -3.10241 -1.53744
H -0.41553 -1.91857 -2.84303
```

Values from the calculation:
HOMO-LUMO gap	0.3135	hartree
E_HOMO	-7.858	eV
total charge	0
LUMO level	0.0247	Eh

Here are the Löwdin charges for atoms 1 to 8, given in e:
1. C -0.063
2. C -0.224
3. O -0.029
4. C -0.439
5. O 0.103
6. C -0.083
7. C 0.025
8. C -0.159


4.
C19H33BCl2F2InN5O3 as an isolated structure in a non-equilibrium geometry, computed with ωB97M-V/def2-TZVPD.

Structure (XYZ):
```
66
Properties=species:S:1:pos:R:3
In 0.05933 0.95426 -0.96467
C -1.56647 2.53046 0.17873
C -0.46717 3.24486 0.80033
C -0.41127 2.87216 2.12293
C -1.47897 1.95966 2.38833
C -2.18887 1.75996 1.22413
C -3.42877 0.94286 1.02103
C -1.75677 1.36456 3.73533
C 0.61683 3.29966 3.12253
C 0.46183 4.16946 0.07283
C -2.31497 3.01956 -1.03707
H -3.41317 0.48226 0.03413
H -4.32907 1.55836 1.09423
H -3.50767 0.15416 1.76933
H -2.33817 0.44576 3.65303
H -2.32117 2.05876 4.36203
H -0.82497 1.14736 4.25753
H 1.36023 2.51266 3.27343
H 0.15733 3.52066 4.08553
H 1.13533 4.19106 2.77773
H 0.49593 5.15046 0.54653
H 0.14053 4.30016 -0.96137
H 1.47753 3.76386 0.06473
H -2.98357 2.24206 -1.40737
H -1.63537 3.28916 -1.85327
H -2.91287 3.89956 -0.78617
N 2.03463 -0.24874 -3.11647
C 3.24703 -0.70974 -3.83607
C 3.64653 -2.08204 -3.29717
C 3.81583 -2.03324 -1.77337
N 2.49533 -1.93814 -1.14807
H 2.01403 -0.85314 -2.22737
H 1.15693 -0.47784 -3.60557
H 4.03953 0.01756 -3.64517
H 3.06023 -0.74784 -4.91067
H 4.57383 -2.40534 -3.76887
H 2.86533 -2.80544 -3.53887
H 4.37383 -1.13784 -1.49357
H 4.37603 -2.91034 -1.42727
H 2.53943 -1.54984 -0.21087
H 2.03743 -2.84264 -1.11907
Cl -2.62097 -3.69084 -2.92227
C -1.10847 -2.79054 -2.74057
Cl -0.04517 -3.06124 -4.12057
C -1.35887 -1.25444 -2.52667
O -0.66347 -0.49494 -3.20977
O -2.16287 -0.95924 -1.64467
H -0.59117 -3.18034 -1.85997
F 3.07883 1.53756 -1.89977
B 1.97533 1.19676 -2.60207
F 1.59013 2.13466 -3.48747
C -1.51377 -3.12004 3.43343
N -0.85207 -2.22424 2.52473
C 0.38653 -1.55464 2.82743
C 0.71403 -0.93514 1.46363
O 1.69703 -0.27284 1.18363
N -0.25517 -1.26834 0.59463
C -1.18097 -1.96934 1.24453
N -2.27067 -2.41804 0.63773
H -0.76147 -3.61614 4.04883
H -2.05837 -3.88114 2.87353
H -2.20767 -2.58724 4.08953
H 1.15983 -2.25654 3.15673
H 0.25153 -0.76864 3.57593
H -2.43647 -1.96814 -0.27707
H -3.06697 -2.70614 1.18063
```

Values from the calculation:
HOMO-LUMO gap	0.2461	hartree
E_HOMO	-6.571	eV
total charge	0
LUMO level	0.0046	Eh

Here are the Löwdin charges for atoms 1 to 8, given in e:
1. In 1.263
2. C -0.378
3. C -0.298
4. C -0.238
5. C -0.231
6. C -0.262
7. C -0.042
8. C -0.048


5.
A 4-piece molecular cluster, C19H33BrClF4IN6O5 overall in a non-equilibrium geometry, computed with ωB97M-V/def2-TZVPD.

Structure (XYZ):
```
70
Properties=species:S:1:pos:R:3
C 0.37708 -3.71025 -1.63214
C 0.14888 -2.05549 -1.71664
C -0.65202 -1.46474 -0.40907
Cl -1.79072 -2.86190 0.15775
C -1.44195 -0.04953 -0.66472
C -2.65892 0.12770 0.46894
C -4.13747 -0.34696 -0.11118
C -5.20024 0.89362 -0.31454
I -6.54129 0.52709 -2.05003
O -1.96844 0.23654 -2.04077
C -2.28268 1.70331 -2.09017
O -3.30868 2.10554 -2.84787
C -1.26481 2.58594 -1.13844
F -0.41737 3.26260 -2.19057
C -1.87280 3.73456 -0.13953
C -1.30096 5.25048 -0.39031
C -0.45654 1.28898 -0.47752
Br 1.24053 1.32570 -1.60962
C 0.20895 1.48979 1.03548
C 1.15754 2.82302 1.16499
C 2.77531 2.46615 1.38139
F 3.12601 1.82310 2.70034
C 3.83183 2.78430 0.38180
F 4.36452 1.73106 -0.55422
F 4.39970 4.16571 0.23255
H 0.69792 -4.04746 -0.53273
H -0.56379 -4.28270 -2.03414
H 1.29931 -4.03111 -2.31886
H 1.25407 -1.61013 -1.75890
H -0.46471 -1.85375 -2.69321
H 0.14210 -1.34633 0.46801
H -2.37362 -0.42224 1.48944
H -2.80310 1.27084 0.78159
H -4.63551 -1.06874 0.69879
H -4.08397 -0.96856 -1.10106
H -4.64740 1.93150 -0.44273
H -5.93895 0.98342 0.61641
H -1.79533 3.43009 1.00738
H -3.04487 3.77848 -0.36066
H -1.73114 5.73237 -1.39417
H -1.75150 5.93116 0.48085
H -0.13225 5.36020 -0.29645
H -0.67398 1.61743 1.80902
H 0.85452 0.53960 1.36059
H 1.04219 3.58162 0.27790
H 0.80564 3.40157 2.14377
N 1.88443 0.12743 -5.20533
C 1.17460 0.42410 -6.30883
N 0.13881 1.25664 -6.09995
O 1.44819 -0.02560 -7.41042
H 1.67461 0.48787 -4.28983
H 2.67278 -0.49626 -5.31873
H -0.42155 1.50554 -6.90458
H -0.10223 1.63733 -5.20039
N 3.26652 -0.06941 6.80192
C 1.97294 -0.34291 6.55414
N 1.48318 0.23302 5.44145
O 1.29819 -1.05593 7.28003
H 3.83831 0.51528 6.21602
H 3.67430 -0.48331 7.63003
H 0.51309 0.05272 5.21831
H 2.02312 0.82313 4.83115
N 1.58361 -7.58366 1.10543
C 1.59966 -6.24256 1.20922
N 2.62558 -5.74981 1.92636
O 0.75208 -5.53043 0.69436
H 2.27260 -8.18668 1.52225
H 0.82784 -7.99539 0.57380
H 2.67499 -4.74461 2.02894
H 3.33329 -6.32007 2.35786
```

Values from the calculation:
HOMO-LUMO gap	0.2499	hartree
E_HOMO	-9.332	eV
total charge	0
LUMO level	-0.0930	Eh

Here are the Löwdin charges for atoms 1 to 8, given in e:
1. C -0.187
2. C -0.261
3. C -0.487
4. Cl 0.599
5. C -0.339
6. C -0.135
7. C -0.282
8. C -0.626


6.
C19H33Cl2N2O3PbS as an isolated structure in a non-equilibrium geometry, computed with ωB97M-V/def2-TZVPD.

Structure (XYZ):
```
61
Properties=species:S:1:pos:R:3
O 0.01313 0.73755 -1.18530
C -0.93532 0.96223 -1.94149
C -0.74687 1.75200 -3.15444
C 0.37735 2.58176 -3.31138
H 0.95757 2.87061 -2.42292
C 0.69322 3.00553 -4.59513
H 1.57612 3.62057 -4.74505
C -0.09911 2.65000 -5.71121
H 0.23354 2.87971 -6.72839
C -1.30999 1.95791 -5.50233
H -1.95615 1.73034 -6.32876
C -1.62728 1.50657 -4.22252
H -2.51056 0.93450 -4.01434
H -1.94812 0.48380 -1.87381
C -3.36451 3.23289 -0.85880
C -3.22870 1.89085 -0.36089
H -3.93220 3.90531 -0.18606
H -3.84453 3.22255 -1.85358
H -2.34313 3.63707 -1.02753
C -3.23396 1.10798 0.68376
C -3.91743 1.24681 2.06344
H -2.62903 0.19686 0.60362
H -4.58084 2.11607 2.08947
H -3.14365 1.36523 2.83651
H -4.49394 0.32688 2.26581
Pb 0.93040 -0.83042 0.22625
Cl 1.93328 1.74823 0.88549
Cl 0.00821 -2.28721 -1.70926
H 4.63009 0.93976 -2.20219
H 5.88837 1.61875 -0.42371
C 3.91171 0.33592 -1.64546
C 5.21053 1.13916 0.29308
N 4.52631 0.04003 -0.35344
H 3.68678 -0.58681 -2.18828
C 4.04537 -0.94883 0.43387
O 3.28559 -1.86096 -0.01049
H 5.79500 0.74661 1.14333
H 4.35368 -0.91723 1.49742
H 2.99829 0.92674 -1.49788
H 4.48424 1.88748 0.66142
H -1.63133 -5.98499 2.88673
H -0.58264 -6.41632 0.15749
C -2.07648 -5.11237 2.38527
C -1.30237 -5.58864 0.05105
N -1.28126 -4.73218 1.23530
H -2.10870 -4.26674 3.07221
C -0.46057 -3.66989 1.31633
O -0.57960 -2.71257 2.10372
H -1.02212 -4.98993 -0.82544
H 0.33391 -3.74526 0.55360
H -3.08193 -5.37675 2.04194
H -2.32066 -5.98754 -0.06058
C 1.06241 -0.38433 5.03299
S 1.67066 0.60811 3.68446
C 0.36666 1.87528 3.73128
H 0.76727 -1.33371 4.58233
H 0.23482 0.09536 5.56386
H 1.91313 -0.52285 5.69713
H -0.25719 1.76530 4.64077
H 0.87841 2.85174 3.72123
H -0.21591 1.75550 2.79955
```

Values from the calculation:
HOMO-LUMO gap (alpha / beta)	0.2501 / 0.1562	hartree
E_HOMO (alpha / beta)	-4.218 / -1.665	eV
total charge	-1
LUMO level (alpha / beta)	0.0951 / 0.0949	Eh

Here are the Löwdin charges for atoms 1 to 8, given in e:
1. O -0.396
2. C -0.351
3. C -0.222
4. C -0.050
5. H 0.110
6. C -0.120
7. H 0.084
8. C -0.134